Entry from the Open Molecules 2025 dataset: C21H19NO9 in the gas phase at a distorted geometry (the ωB97M-V functional and the def2-TZVPD basis).

Orbital gap: 8.316 eV
M: 429.4 g/mol
E_LUMO: -0.4593 eV
Calculated total energy: -1543.289872 a.u.
SMILES string: O=C(CCCCO[N+](=O)[O-])OCOc1cc(O)c2c(=O)cc(-c3ccccc3)oc2c1
Strongest force on any atom: 6.57 eV/A

XYZ file:
```
50
Properties=species:S:1:pos:R:3:forces:R:3:mulliken_charge:R:1
O -1.9563 3.0505 3.5003 -0.3 -0.1 -0.5 -0.799
O 5.1342 2.6295 0.3905 0.3 -4.9 -2.4 -0.621
O 1.2217 1.9786 -6.5737 1.0 -0.5 1.4 -0.462
O 3.3222 2.6787 -6.5683 -3.6 -2.1 1.5 -0.438
O 0.4895 3.6238 2.9026 0.2 -2.2 -1.4 -0.655
O -1.5495 -0.7616 2.0723 0.3 0.0 0.7 -0.365
O 5.2900 0.3692 0.6879 -1.3 -0.9 0.6 -0.375
O 3.0000 0.0644 1.0054 3.5 -0.9 0.3 -0.401
O 2.7480 1.2526 -4.9280 -1.4 0.6 -0.9 -0.249
C -1.8072 1.9206 3.0115 0.1 -0.2 1.5 0.971
C 5.3372 1.4630 -0.1184 0.2 5.7 2.2 0.680
C -2.8386 0.8833 3.1902 -0.1 -0.5 0.8 -0.757
C -2.6358 -0.4373 2.8518 -1.6 2.9 0.1 0.750
C -5.6962 -3.5425 3.2954 1.2 1.5 2.1 -0.282
C -5.6219 -2.5676 4.3241 1.3 0.8 -2.6 -0.771
C -4.8242 -3.5831 2.2329 0.7 1.9 -0.4 -0.646
C 1.7203 1.8333 1.7520 0.7 6.3 1.8 0.131
C 0.7296 -0.2347 1.4229 -0.7 -4.0 0.1 -0.299
C -4.6962 -1.5050 4.1239 -0.6 0.1 1.3 -0.113
C -3.8313 -2.5039 2.1009 -2.7 -1.2 1.5 -0.329
C 1.8803 0.5538 1.4960 -2.1 -1.4 -1.3 0.180
C 0.5629 2.3320 2.3578 -0.1 1.4 0.8 -0.364
C -0.4663 0.1296 2.0285 0.7 1.4 -0.8 -0.215
C -3.7638 -1.4266 3.0939 1.3 -3.4 -3.2 0.276
C -0.5250 1.4951 2.4767 -2.2 -2.0 -0.1 0.303
N 2.3200 2.0295 -6.1044 3.9 2.3 -1.5 0.770
C 4.2636 0.2984 1.7649 -0.4 0.0 -2.5 -0.402
C 2.4390 1.9153 -3.6768 -1.2 -2.9 1.8 -0.526
C 5.8540 1.2511 -1.5964 -0.8 0.1 1.0 -0.496
C 3.4106 1.2557 -2.6470 -1.0 -2.5 -0.9 0.104
C 4.8206 1.8348 -2.6392 0.4 0.4 -1.1 -0.609
H -0.4603 3.6874 3.2071 0.3 0.1 0.0 0.471
H -3.7126 1.2200 3.8198 1.0 -0.6 -1.0 0.251
H -6.3510 -4.3186 3.4898 -1.4 -1.5 -0.1 0.407
H -6.3261 -2.5665 5.1445 0.2 0.1 0.0 0.371
H -5.0855 -4.3914 1.4999 1.1 1.1 0.4 0.281
H 2.4500 2.6760 1.5822 -0.1 -1.5 0.2 0.495
H 0.8327 -1.2909 0.9682 -0.1 1.8 0.9 0.303
H -4.7305 -0.6983 4.8462 0.2 0.0 0.2 0.275
H -3.3248 -2.5538 1.1647 1.0 0.5 -0.2 0.368
H 4.2377 1.1971 2.3560 -0.2 0.6 -0.2 0.429
H 4.4209 -0.5651 2.4285 0.4 0.1 -0.8 0.295
H 2.5935 2.9323 -3.7430 0.3 2.3 -0.4 0.418
H 1.3606 1.7007 -3.3016 1.6 0.3 -1.1 0.275
H 5.9267 0.1587 -1.5839 0.3 0.1 -0.9 0.308
H 6.8668 1.7489 -1.7490 -1.4 -0.7 0.5 0.301
H 2.9028 1.2475 -1.6504 0.6 0.2 -0.6 -0.092
H 3.3949 0.1456 -3.0230 0.2 1.7 1.0 0.255
H 5.2374 1.7971 -3.7485 -0.6 0.1 2.4 0.273
H 4.6160 2.8877 -2.3660 0.8 -0.2 -0.2 0.325
```
Forces are in eV/Å.